Molecular formula: C21H21NNiOS4
Method: DFT, ωB97M-V/def2-TZVPD

Geometry as XYZ:
```
49
Properties=species:S:1:pos:R:3:forces:R:3:mulliken_charge:R:1
Ni -0.1740 0.4348 0.4923 0.0254 0.0276 -0.1048 0.189
S -2.2600 -0.1886 0.3417 -0.0020 -0.0172 0.0443 -0.464
C -2.6272 -0.7128 1.9791 0.0111 0.0033 0.0109 0.799
C -3.8462 -1.3415 2.2637 -0.0102 -0.0010 -0.0212 -0.725
C -4.1434 -1.7676 3.5432 -0.0190 -0.0071 -0.0206 -0.540
C -3.2451 -1.5777 4.5910 0.0211 0.0092 0.0193 -0.572
C -2.0417 -0.9490 4.3370 -0.0012 -0.0051 -0.0078 -0.546
C -1.7368 -0.5428 3.0408 -0.0133 -0.0126 -0.0232 0.265
S -0.2344 0.3204 2.7086 0.0111 -0.0014 0.0640 -0.363
C 1.0465 -0.9881 2.5939 0.0122 0.0115 -0.0031 -0.707
C 2.1790 -0.3376 1.8490 0.0080 0.0040 -0.0035 0.820
C 3.5088 -0.5304 2.1747 -0.0177 -0.0130 0.0060 -0.975
C 4.4699 0.1745 1.4680 0.0228 -0.0089 0.0144 -0.378
C 4.0737 1.0756 0.4977 0.0030 0.0166 -0.0150 -0.925
C 2.7217 1.2256 0.2176 -0.0195 -0.0015 0.0035 0.778
C 2.2503 2.2155 -0.8087 0.0199 -0.0093 0.0054 -1.203
S 0.6740 3.0038 -0.3513 0.0049 0.0278 0.0305 -0.168
C -0.2092 2.8701 -1.8804 -0.0112 -0.0233 -0.0147 0.120
C -0.6317 4.0436 -2.4978 -0.0046 -0.0117 -0.0146 -0.464
C -1.3547 3.9957 -3.6775 0.0015 0.0012 0.0078 -0.535
C -1.6407 2.7619 -4.2474 -0.0021 -0.0047 -0.0047 -0.531
C -1.2259 1.5928 -3.6345 -0.0009 -0.0034 -0.0042 -0.640
C -0.5133 1.6155 -2.4322 0.0052 0.0361 0.0246 0.456
S 0.0024 0.0949 -1.7165 -0.0098 -0.0145 -0.0484 -0.345
N 1.8092 0.4984 0.8653 -0.0210 -0.0142 0.0142 0.600
H -4.5551 -1.4902 1.4591 0.0018 -0.0003 0.0009 0.422
H -5.0930 -2.2519 3.7328 -0.0001 0.0005 -0.0009 0.360
H -3.4891 -1.9073 5.5916 0.0023 -0.0005 0.0003 0.378
H -1.3334 -0.7669 5.1363 0.0006 0.0009 0.0004 0.389
H 0.6360 -1.8222 2.0210 -0.0132 0.0005 -0.0065 0.233
H 1.3552 -1.3147 3.5850 -0.0009 0.0103 0.0046 0.596
H 3.7769 -1.2062 2.9746 0.0054 0.0030 0.0001 0.461
H 5.5196 0.0462 1.6975 -0.0008 -0.0014 -0.0016 0.418
H 4.7976 1.6752 -0.0367 -0.0016 -0.0010 -0.0002 0.423
H 2.0838 1.6879 -1.7487 -0.0118 0.0009 -0.0002 0.384
H 3.0150 2.9761 -0.9580 -0.0069 0.0047 0.0019 0.491
H -0.3816 4.9947 -2.0454 0.0042 -0.0039 0.0067 0.402
H -1.6848 4.9113 -4.1497 -0.0003 -0.0003 -0.0005 0.369
H -2.2018 2.7082 -5.1719 0.0001 0.0016 0.0004 0.370
H -1.4696 0.6321 -4.0694 0.0015 -0.0005 0.0011 0.414
C -0.4638 -4.5697 -1.3537 -0.0038 0.0039 -0.0114 -1.203
C 0.4260 -3.4003 -0.9785 -0.0177 -0.0158 0.0302 -0.128
O -0.0631 -2.7060 0.1651 0.0161 -0.0186 -0.0412 -0.329
H -0.0479 -5.1113 -2.2056 -0.0027 0.0006 -0.0016 0.380
H -1.4600 -4.2186 -1.6292 0.0010 0.0008 -0.0017 0.316
H -0.5637 -5.2605 -0.5159 0.0035 0.0023 0.0011 0.278
H 0.5274 -2.7104 -1.8205 0.0118 0.0094 -0.0054 0.168
H 1.4262 -3.7492 -0.7145 -0.0070 -0.0138 0.0119 0.372
H -0.8448 -2.1897 -0.0920 0.0046 0.0284 0.0525 0.090
```
Forces are in eV/Å.

Results
Gap between HOMO and LUMO (alpha / beta), eV: 7.27 / 7.29
LUMO energy (alpha / beta), eV: 0.1 / 0.0



Molecular formula: C36H28F4NO3S
Method: DFT, ωB97M-V/def2-TZVPD

Geometry as XYZ:
```
73
Properties=species:S:1:pos:R:3:forces:R:3:mulliken_charge:R:1
F -4.5366 2.4376 -3.3164 0.3013 -1.7300 0.0415 -0.302
C -4.2687 1.0872 -3.2377 0.5457 1.3815 0.0639 0.189
C -5.3369 0.2012 -3.3055 0.5581 -0.3840 0.1448 -0.594
C -5.0059 -1.1525 -3.2422 -0.9270 -0.7020 -0.1502 0.241
F -6.0336 -2.0640 -3.3286 1.3680 1.0652 0.0477 -0.299
C -3.7083 -1.6086 -3.0900 0.3907 -0.0193 0.4231 -0.886
C -2.6221 -0.6846 -2.9276 -1.3117 0.3817 -0.1772 1.060
C -1.3311 -1.2362 -2.6951 -0.2410 -0.1631 -1.2680 -0.380
C -0.0459 -0.6849 -2.9510 1.6374 0.5124 -0.4222 1.462
C 1.0444 -1.6074 -3.0908 -0.4864 -0.0328 0.5096 -0.770
C 2.3426 -1.1507 -3.2171 1.0153 -0.6346 0.0647 0.105
F 3.3811 -2.0555 -3.1514 -1.3522 1.0048 -0.3252 -0.352
C 2.6710 0.1979 -3.3550 -0.4877 -0.3163 0.3128 -0.423
C 1.5996 1.0799 -3.3084 -0.4788 1.4192 -0.0561 0.089
F 1.8670 2.4348 -3.3961 -0.2968 -1.7736 -0.0085 -0.397
C 0.2721 0.6968 -3.1456 0.1217 -0.4822 0.1679 -0.472
C -2.9413 0.7013 -3.0745 -0.2024 -0.3621 0.0553 -0.648
H -6.3599 0.5479 -3.3953 0.1022 -0.0772 -0.0399 0.529
H -3.4979 -2.6783 -3.1132 -0.2379 0.2496 0.2291 0.464
H -1.3306 -2.3282 -2.5719 0.0083 0.4710 0.2304 0.251
H 0.8417 -2.6797 -3.0972 0.2174 0.2803 0.3047 0.435
H 3.6942 0.5473 -3.4563 -0.1644 -0.1212 0.0037 0.535
H -0.5072 1.4443 -3.1777 0.5614 0.0711 0.2265 0.295
H -2.1602 1.4489 -3.0688 -0.5963 0.0519 0.2446 0.727
C -4.6780 1.8958 2.1720 0.4952 -0.4863 -0.1739 -0.954
O -3.5566 1.0278 1.8544 -0.3180 0.5361 -0.3579 -0.251
C -3.7646 -0.3021 1.7500 0.1053 -0.8537 0.1127 0.850
C -2.6334 -1.1388 1.3522 -1.8886 0.3311 0.8715 0.025
C -1.3998 -0.5903 0.8588 1.9821 0.5107 0.7856 -0.422
C -0.2694 -0.1327 1.1102 -1.6534 -0.3197 0.2367 0.421
N 0.8743 0.4384 1.4422 0.2843 2.1904 -0.3014 0.130
C 1.9385 -0.1911 2.2421 -0.0245 -0.1547 0.0023 -0.446
C 1.9866 -1.6622 1.9604 0.1804 -0.4029 0.1953 -0.021
C 1.6557 -2.5739 2.9661 -0.0955 -0.0738 -0.3158 -0.450
C 1.6773 -3.9487 2.6951 0.0849 0.2678 0.0997 -0.581
C 2.0632 -4.4005 1.4300 -0.1111 0.1356 -0.0118 -0.510
C 2.3989 -3.4882 0.4216 -0.0002 0.4333 0.1631 -0.546
C 2.3665 -2.1136 0.6945 -0.1175 -0.4305 -0.0398 -0.053
S 0.8563 2.3117 1.5379 -0.2648 -1.7406 -0.6307 1.392
C 2.5942 2.7116 1.2482 -0.2819 0.4499 -0.0402 -0.361
C 3.3451 3.3242 2.2697 -0.1111 -0.4606 -0.1565 -0.421
C 4.6790 3.6510 2.0095 -0.5821 -0.0456 0.1291 -0.651
C 5.2480 3.4288 0.7528 -0.3267 -0.0899 0.0946 0.927
C 6.6596 3.8396 0.4974 0.4435 0.0080 -0.1027 -1.525
C 4.4727 2.8426 -0.2536 -0.4325 -0.0260 0.0607 -0.664
C 3.1341 2.5163 -0.0299 -0.0624 -0.2218 0.2567 0.090
O 0.0281 2.6259 0.4012 0.6648 0.1767 0.7002 -0.610
O 0.4999 2.6716 2.8804 0.3001 -0.1006 -0.6239 -0.688
C -2.7857 -2.5199 1.6040 0.0130 0.2306 -0.5092 -0.405
C -4.0181 -3.0808 1.9523 -0.0324 -0.0166 0.1359 -0.699
C -5.1297 -2.2660 2.1801 0.2336 -0.0299 -0.2859 -0.685
C -5.0026 -0.8807 2.1148 0.6121 0.1368 -0.3131 -0.573
H -4.2698 2.9043 2.1424 -0.0351 -0.1290 0.0102 0.228
H -5.4794 1.7928 1.4315 0.1742 0.0019 0.0335 0.383
H -5.0876 1.6863 3.1672 0.2119 -0.0322 -0.1353 0.373
H 2.8822 0.2834 1.9563 -0.1154 -0.0509 0.0004 0.331
H 1.7844 0.0028 3.3109 -0.1149 -0.0450 -0.1602 0.342
H 1.3639 -2.1799 3.9473 0.0984 -0.3323 -0.3700 0.351
H 1.3982 -4.6527 3.4869 0.1702 0.2247 -0.4031 0.397
H 2.0969 -5.4696 1.2258 -0.0158 0.2362 0.0401 0.400
H 2.6979 -3.8288 -0.5755 -0.0868 0.0311 0.4377 0.436
H 2.6241 -1.3774 -0.0765 -0.0554 -0.3100 0.2395 0.393
H 2.8884 3.5153 3.2489 0.2233 -0.1329 -0.4810 0.491
H 5.2823 4.0902 2.8041 -0.1636 -0.0302 -0.2183 0.413
H 6.9629 3.5925 -0.5186 0.0284 0.0031 0.0054 0.340
H 6.8040 4.9148 0.6355 -0.1404 -0.0788 -0.0035 0.360
H 7.3495 3.3444 1.1851 -0.0702 -0.0189 -0.0230 0.352
H 4.9118 2.6439 -1.2310 -0.0860 0.1677 0.2006 0.313
H 2.5049 2.1064 -0.8294 0.3058 0.1467 0.3824 0.252
H -1.8973 -3.1533 1.5085 -0.3878 0.1526 -0.2033 0.502
H -4.1181 -4.1681 2.0346 0.1336 0.4619 0.0776 0.385
H -6.1045 -2.6978 2.4055 0.3013 0.0368 0.0188 0.394
H -5.8625 -0.2397 2.3399 0.4828 -0.3463 -0.0528 0.382
```
Forces are in eV/Å.

Results
Relative energy (zero: lowest compared OMol25 entry of this formula, charge and spin), kcal per mole: 13.16
Gap between HOMO and LUMO, eV: 3.40
LUMO energy, eV: -6.3
Net charge: +1